(1)
{
  "formula": "C25H48BrClO2P2Y",
  "method": "ωB97M-V/def2-TZVPD",
  "total_charge": -1,
  "largest_force_ev_per_a": 4.09,
  "lumo_ev": 2.65,
  "homo_ev": -2.76,
  "symbols": ["Y", "Cl", "P", "C", "C", "C", "C", "H", "C", "H", "H", "H", "H", "H", "H", "H", "C", "C", "H", "H", "H", "H", "H", "H", "C", "H", "C", "H", "H", "H", "H", "H", "H", "H", "H", "P", "C", "C", "C", "C", "H", "C", "H", "H", "H", "H", "H", "H", "H", "C", "C", "H", "H", "H", "H", "H", "H", "C", "H", "C", "H", "H", "H", "H", "H", "H", "Br", "C", "C", "C", "C", "C", "C", "C", "O", "O", "H", "H", "H", "H"],
  "coordinates": [[-0.306687, 0.364033, -0.172196], [-2.479729, -0.749211, 0.594395], [-1.710750, 2.435127, -1.577344], [-3.223581, 3.018922, -0.684887], [-0.752266, 3.894312, -2.171793], [-2.380845, 1.376651, -2.937211], [-2.998391, 2.916422, 0.832952], [-3.977113, 2.263518, -0.972845], [-3.751851, 4.394931, -1.098672], [-3.074536, 5.209525, -0.803777], [-4.709645, 4.562507, -0.585835], [-3.944610, 4.469314, -2.176217], [-2.980454, 1.866520, 1.155552], [-3.817278, 3.426243, 1.360164], [-2.050143, 3.371911, 1.144878], [-3.163439, 0.799212, -2.408424], [-1.343476, 0.373180, -3.484987], [-3.056086, 2.175756, -4.059094], [-4.020165, 2.586622, -3.737133], [-3.257856, 1.504888, -4.904732], [-2.432444, 2.999790, -4.429820], [-0.814889, -0.225636, -2.709851], [-0.591043, 0.878535, -4.111734], [-1.890995, -0.345034, -4.115283], [-0.051697, 4.556525, -0.971736], [-1.508409, 4.579073, -2.592786], [0.266419, 3.524364, -3.257492], [-0.751807, 5.089197, -0.312567], [0.689505, 5.279849, -1.336620], [0.479877, 3.811642, -0.362474], [0.947141, 2.732520, -2.911334], [0.871298, 4.412760, -3.487924], [-0.209468, 3.198794, -4.192422], [-0.132894, 1.926646, 1.044192], [0.419657, -1.481322, -0.324567], [-0.264181, -3.317877, 2.102930], [-1.329507, -4.563708, 1.328992], [1.489282, -3.755745, 2.324558], [-1.064839, -2.574449, 3.551849], [-1.367249, -4.297259, -0.188607], [-2.328414, -4.327613, 1.738024], [-0.983460, -6.002017, 1.698067], [-0.015299, -6.320687, 1.291322], [-1.754149, -6.658426, 1.274566], [-0.988431, -6.156329, 2.783628], [-1.780362, -3.302056, -0.379637], [-2.001534, -5.042180, -0.682274], [-0.367458, -4.328321, -0.634754], [-2.119498, -2.495014, 3.228580], [-0.544403, -1.141634, 3.802523], [-0.983779, -3.494854, 4.771890], [-1.624756, -4.376676, 4.653313], [-1.339753, -2.949962, 5.653450], [0.043387, -3.825916, 4.969322], [-0.141739, -0.668183, 2.889845], [0.231662, -1.116885, 4.580851], [-1.384250, -0.518690, 4.140581], [2.105794, -4.226804, 0.997416], [1.419319, -4.599238, 3.039758], [2.296880, -2.606944, 2.946356], [1.624433, -5.135149, 0.601917], [3.162441, -4.470629, 1.169387], [2.045922, -3.428643, 0.245959], [2.243959, -1.692754, 2.333241], [3.347897, -2.911656, 3.005449], [1.974726, -2.384060, 3.969919], [4.478889, -1.374530, -0.041514], [4.762476, 0.425677, -0.553729], [6.042418, 0.902834, -0.857809], [6.221132, 2.208552, -1.338586], [5.117612, 3.066522, -1.464569], [3.849409, 2.627839, -1.090989], [3.672743, 1.312874, -0.637357], [2.283528, 0.821959, -0.422368], [1.848824, 0.371772, 0.680794], [1.482140, 0.935108, -1.435064], [6.902169, 0.260360, -0.701378], [7.220075, 2.574162, -1.582872], [5.249215, 4.083979, -1.835286], [2.975382, 3.275163, -1.168070]],
  "forces_ev_per_angstrom": [[-0.1, -0.7, 0.8], [-0.8, 0.0, -0.1], [0.4, -1.1, 0.6], [-0.1, 0.0, -0.1], [-0.6, 0.3, -0.4], [-0.2, 0.5, -0.3], [-0.2, 0.1, 0.1], [0.2, 0.2, 0.1], [-0.2, 0.1, 0.1], [-0.1, -0.2, -0.1], [0.2, 0.1, -0.1], [0.1, 0.0, 0.2], [0.1, 0.3, -0.1], [0.0, -0.1, -0.1], [-0.2, -0.1, -0.1], [0.4, 0.1, -0.1], [-0.1, 0.0, 0.0], [-0.2, -0.3, -0.3], [0.2, 0.0, 0.0], [0.0, 0.2, 0.0], [-0.1, -0.2, 0.1], [-0.3, 0.3, -0.5], [-0.2, -0.2, 0.3], [0.3, 0.1, 0.1], [0.1, 0.0, 0.0], [0.4, 0.1, 0.0], [0.1, -0.1, 0.0], [0.1, -0.2, -0.1], [-0.2, 0.0, 0.0], [-0.2, 0.1, -0.1], [-0.2, 0.2, -0.1], [-0.1, -0.2, 0.0], [0.1, 0.0, 0.3], [0.0, 0.6, 0.5], [0.2, -0.5, -0.7], [0.0, 3.3, -2.4], [0.1, -0.5, 0.3], [-0.4, -1.4, 1.0], [0.1, -0.8, 0.4], [-0.1, -0.1, 0.2], [0.3, -0.1, -0.1], [-0.5, -0.4, -0.2], [-0.2, 0.1, 0.1], [0.2, -0.2, 0.0], [0.1, 0.1, -0.2], [0.2, -0.1, 0.1], [0.0, -0.1, 0.0], [-0.1, 0.0, 0.1], [0.4, 0.0, 0.0], [-0.2, 0.1, 0.1], [-0.4, 0.5, 0.6], [0.2, 0.1, -0.1], [0.0, -0.2, 0.2], [-0.1, 0.1, 0.0], [-0.2, -0.3, 0.4], [-0.2, 0.0, -0.2], [0.2, -0.1, 0.0], [0.0, 0.0, 0.1], [1.0, 0.0, -0.1], [-0.1, -0.1, -0.1], [0.1, 0.4, 0.1], [-0.1, 0.0, 0.0], [-0.1, -0.1, 0.1], [-0.1, -0.3, 0.2], [0.0, 0.0, 0.0], [0.0, 0.0, -0.2], [0.2, 0.2, -0.1], [-0.1, 1.3, 0.0], [-0.1, 0.2, -0.1], [-0.5, -0.1, 0.3], [0.1, -0.2, 0.2], [0.4, -0.4, 0.0], [0.5, -0.5, -0.3], [-2.1, -0.4, 0.6], [1.8, 0.7, -1.2], [1.2, 0.4, 0.3], [-0.1, 0.0, -0.2], [-0.3, -0.2, 0.1], [0.0, -0.3, 0.1], [0.2, -0.2, 0.0]]
}

---

(2)
{
  "formula": "C25H48Cl2O2P2W",
  "method": "ωB97M-V/def2-TZVPD",
  "total_charge": 0,
  "largest_force_ev_per_a": 3.62,
  "s_squared": 2.020,
  "multiplicity": 3,
  "lumo_ev": [-0.95, -0.98],
  "homo_ev": [-7.96, -8.08],
  "symbols": ["W", "Cl", "P", "C", "C", "C", "C", "H", "C", "H", "H", "H", "H", "H", "H", "H", "C", "C", "H", "H", "H", "H", "H", "H", "C", "H", "C", "H", "H", "H", "H", "H", "H", "H", "H", "P", "C", "C", "C", "C", "H", "C", "H", "H", "H", "H", "H", "H", "H", "C", "C", "H", "H", "H", "H", "H", "H", "C", "H", "C", "H", "H", "H", "H", "H", "H", "Cl", "C", "C", "C", "C", "C", "C", "C", "O", "O", "H", "H", "H", "H"],
  "coordinates": [[0.747644, 1.282872, -0.431419], [1.653054, 3.179607, -1.457434], [2.286588, 0.771241, 1.264983], [2.804368, 2.466175, 1.905797], [2.391774, -0.237764, 2.867570], [3.770867, 0.231046, 0.263147], [1.627519, 3.407023, 2.200011], [3.378873, 2.911926, 1.079546], [3.743468, 2.439650, 3.144976], [3.186639, 2.213543, 4.065106], [4.191930, 3.442366, 3.267865], [4.567035, 1.727344, 3.055618], [1.179011, 3.833354, 1.291973], [1.979440, 4.262123, 2.805392], [0.836436, 2.926666, 2.793461], [3.851898, 1.000125, -0.517917], [3.576428, -1.129362, -0.434807], [5.079174, 0.283868, 1.087310], [5.365790, 1.314657, 1.338626], [5.888472, -0.159208, 0.483434], [5.004360, -0.320954, 2.002118], [2.541877, -1.507230, -0.430062], [4.202161, -1.908373, 0.032129], [3.878392, -1.034542, -1.491053], [1.218537, 0.131661, 3.777128], [3.324342, 0.039292, 3.398727], [2.438768, -1.726764, 2.558167], [1.263543, 1.162354, 4.155273], [1.202509, -0.514800, 4.675401], [0.241841, -0.030732, 3.291038], [1.700619, -2.019086, 1.799397], [2.207404, -2.325982, 3.454477], [3.431355, -2.035718, 2.214917], [-0.189941, 1.853591, 0.910614], [1.003246, -0.163356, -1.247187], [-1.287475, 1.109524, -1.831700], [-0.707903, 1.444114, -3.637696], [-2.676727, -0.152349, -2.203420], [-2.219912, 2.713069, -1.452301], [0.559000, 0.664047, -3.988131], [-0.439056, 2.511424, -3.590304], [-1.755179, 1.246776, -4.749976], [-1.926955, 0.180838, -4.946028], [-1.368368, 1.701920, -5.678285], [-2.716291, 1.713238, -4.530750], [1.455577, 1.052622, -3.489349], [0.752396, 0.730227, -5.070881], [0.477138, -0.403685, -3.745401], [-1.408898, 3.455121, -1.530770], [-2.747300, 2.731399, -0.005097], [-3.295338, 3.079874, -2.490420], [-2.853041, 3.329889, -3.463765], [-3.851411, 3.959207, -2.124265], [-4.023758, 2.266708, -2.611352], [-2.467847, 1.849274, 0.594124], [-3.845980, 2.800844, 0.017582], [-2.341592, 3.606689, 0.523995], [-2.036438, -1.483250, -2.596653], [-3.301158, 0.187333, -3.053962], [-3.556436, -0.268358, -0.977420], [-1.570211, -1.468879, -3.595828], [-2.799369, -2.282287, -2.625400], [-1.285855, -1.799008, -1.847848], [-2.953279, -0.477466, -0.082019], [-4.266323, -1.100300, -1.089091], [-4.145222, 0.637042, -0.802522], [-3.980919, -7.367193, 1.126760], [-3.132987, -5.898419, 1.203185], [-2.104082, -5.693883, 2.129016], [-1.449307, -4.445734, 2.170254], [-1.752286, -3.394325, 1.312440], [-2.719527, -3.647727, 0.403520], [-3.422935, -4.850315, 0.300853], [-1.089139, -2.050556, 1.343091], [-0.915057, -1.483640, 2.426588], [-0.792961, -1.593479, 0.209944], [-1.850138, -6.545003, 2.798998], [-0.629920, -4.362697, 2.910759], [-2.967276, -2.906423, -0.370932], [-4.165677, -5.062817, -0.463867]],
  "forces_ev_per_angstrom": [[-1.6, 0.4, -0.6], [-0.2, -0.6, 0.3], [2.9, 0.2, 2.1], [0.6, 0.2, 0.4], [-0.6, 0.1, -0.1], [0.3, 0.2, 0.5], [-0.2, 0.4, 0.3], [-0.1, -0.2, 0.0], [-0.1, 0.3, 0.0], [0.1, 0.1, -0.3], [-0.2, -0.4, 0.0], [-0.2, 0.2, 0.1], [0.1, -0.3, 0.2], [0.0, -0.3, -0.3], [0.2, 0.1, -0.3], [-0.1, 0.0, 0.1], [0.0, -0.4, -0.2], [0.2, -0.2, -0.5], [-0.1, -0.4, -0.1], [-0.2, 0.2, 0.2], [0.0, 0.2, -0.2], [0.3, 0.2, 0.0], [-0.2, 0.3, -0.2], [-0.1, -0.2, 0.4], [-0.7, 0.0, 0.5], [-0.4, 0.0, -0.7], [-0.2, -0.7, -0.1], [0.1, -0.2, -0.2], [0.2, 0.2, -0.4], [0.5, 0.1, 0.1], [0.1, 0.1, 0.2], [0.1, 0.3, -0.2], [-0.1, 0.1, 0.0], [-0.2, -0.9, -0.3], [-0.1, -0.5, 0.2], [-1.9, 1.0, -2.7], [0.0, 0.3, 0.5], [0.7, -0.1, 0.3], [0.4, -0.4, -0.3], [0.4, -0.3, -0.2], [-0.1, -0.2, -0.1], [0.1, 0.0, 0.0], [0.1, 0.2, 0.0], [-0.1, -0.2, 0.3], [0.2, -0.2, -0.1], [-0.2, -0.1, 0.0], [-0.1, 0.0, 0.3], [0.0, 0.2, 0.0], [-0.2, -0.1, 0.0], [-0.1, 0.1, 0.5], [0.0, 0.2, 0.3], [-0.2, 0.0, 0.4], [0.2, -0.2, -0.2], [0.1, 0.2, 0.0], [-0.1, 0.3, -0.3], [0.3, 0.0, 0.0], [-0.2, -0.2, -0.1], [0.3, -0.7, 0.0], [0.6, 0.3, 0.5], [-0.3, -0.3, 0.6], [-0.2, 0.1, 0.4], [0.1, 0.4, 0.0], [-0.4, 0.2, -0.4], [-0.2, 0.0, -0.2], [0.1, 0.2, -0.1], [0.1, -0.1, 0.0], [-0.4, -0.8, 0.0], [1.0, 2.2, -0.4], [-0.2, -0.1, 0.0], [0.7, -1.0, 1.2], [0.5, -0.9, 1.2], [-2.0, -0.2, -2.6], [0.3, -1.1, 0.9], [0.2, 0.5, 0.3], [0.0, -0.2, 0.4], [0.6, 0.8, -0.8], [0.0, 1.0, -0.4], [-0.6, 0.2, -0.5], [0.3, -0.2, 0.6], [0.1, 0.4, 0.1]]
}